[1]
ORCA calculation (ωB97M-V/def2-TZVPD) on a structure of composition C27H41N10O2PSTeV in a non-equilibrium geometry.

Geometry as XYZ:
```
84
Properties=species:S:1:pos:R:3:forces:R:3
V -0.637695 -0.016882 0.151537 1.13 -0.25 -1.08
C -4.089797 3.240834 2.840458 0.10 0.03 -0.01
N -3.164450 2.786645 1.789149 -0.15 0.14 0.09
C -2.880824 3.482954 0.641584 -0.07 0.00 0.12
C -1.963978 2.750721 -0.043437 0.23 -0.08 0.11
N -1.688955 1.608479 0.675324 -0.57 0.75 0.14
C -2.433552 1.660002 1.788193 -0.03 -0.03 -0.14
P -2.529143 0.308877 3.032546 0.03 0.05 -0.17
C -0.730792 -0.017360 3.080949 0.05 -0.06 -0.08
N 0.048947 -0.175958 2.003533 0.58 -0.12 0.97
C 1.344858 -0.327399 2.455418 -0.21 0.08 -0.05
C 1.331479 -0.257026 3.811599 -0.11 -0.03 0.13
N 0.026030 -0.058702 4.189246 0.08 0.05 0.22
C -0.418081 0.082082 5.584838 0.04 -0.07 -0.01
C -2.973072 -0.939742 1.762550 -0.02 0.10 -0.10
N -2.316226 -1.074076 0.607573 -0.85 -0.53 0.01
C -3.083135 -1.896484 -0.189722 0.16 0.03 0.18
C -4.198517 -2.258508 0.500321 -0.04 0.03 0.05
N -4.118446 -1.646105 1.722922 -0.13 -0.10 0.16
C -5.131330 -1.769077 2.783729 -0.02 -0.04 -0.08
H -4.572450 2.387966 3.307720 0.00 -0.05 -0.03
H -4.849011 3.872666 2.390965 -0.01 -0.01 -0.06
H -3.554280 3.810821 3.595733 0.06 0.02 -0.02
H -3.345273 4.427305 0.409236 0.01 -0.03 0.06
H -1.467434 2.983809 -0.971558 -0.04 -0.07 0.05
H 2.185097 -0.443845 1.785181 -0.04 -0.03 0.00
H 2.131972 -0.328570 4.530730 -0.06 0.01 -0.02
H -1.425978 0.483578 5.615429 -0.02 0.01 -0.05
H 0.249588 0.761868 6.105229 0.04 0.05 -0.04
H -0.400212 -0.884809 6.081125 0.01 -0.05 -0.04
H -2.797824 -2.177490 -1.189596 0.01 0.03 0.01
H -5.032132 -2.880665 0.216047 0.04 0.00 0.08
H -5.350146 -2.819803 2.953552 0.06 -0.03 -0.02
H -6.044811 -1.260539 2.485912 0.01 0.04 -0.05
H -4.755945 -1.334070 3.704024 0.05 0.02 0.01
C -0.590568 -1.049552 -4.469498 0.05 0.07 -0.06
O -0.015247 -1.905258 -3.438647 -0.17 0.06 -0.25
C -0.066011 -1.559271 -2.201417 0.08 0.30 -0.02
O -0.529989 -0.466378 -1.769742 -0.26 -0.38 -0.37
N 0.441842 -2.463690 -1.365693 -0.25 -0.25 0.11
N 0.307596 -2.220827 0.007522 0.07 0.45 -0.16
H -1.022633 -1.720672 -5.201647 0.02 -0.06 0.00
H 0.212304 -0.472490 -4.918706 0.06 0.00 0.04
H -1.353859 -0.403890 -4.046913 -0.02 -0.02 0.06
H 0.727842 -3.364935 -1.723755 0.12 -0.03 0.06
H 1.225554 -2.286223 0.449012 0.12 0.10 -0.12
H -0.304432 -2.926854 0.406854 -0.06 0.04 0.14
C 5.101277 0.472312 -0.977648 0.01 0.12 0.04
Te 3.599184 -1.002618 -1.351188 0.16 -0.37 0.14
C 5.237421 -2.388152 -1.365218 0.12 0.07 -0.23
C 6.381808 -1.668475 -0.689947 -0.08 -0.06 0.01
C 7.501026 -2.369184 -0.248078 0.06 0.01 -0.05
C 8.583432 -1.690382 0.289628 -0.01 -0.12 -0.02
C 8.552381 -0.307240 0.395905 0.02 0.08 0.02
C 7.431357 0.392916 -0.017061 -0.05 0.02 0.03
C 6.338005 -0.284400 -0.551470 -0.07 0.00 0.08
H 4.749162 1.153127 -0.202533 0.02 -0.04 0.03
H 5.269959 1.042424 -1.890519 -0.03 -0.02 -0.04
H 5.471062 -2.608894 -2.405825 0.05 -0.02 0.00
H 4.977203 -3.323882 -0.876138 -0.07 0.06 0.10
H 7.529978 -3.449179 -0.340239 0.01 0.05 -0.01
H 9.455848 -2.240099 0.620154 -0.05 0.02 -0.01
H 9.399842 0.225150 0.808686 -0.03 -0.02 -0.01
H 7.403285 1.472796 0.085019 0.00 -0.05 -0.02
C -1.161289 3.283417 -4.048375 0.00 0.02 0.01
C 0.320994 3.297479 -3.720516 -0.04 -0.13 0.04
N 0.579819 2.393029 -2.583909 0.10 0.09 0.05
C 1.502940 2.440042 -1.618984 -0.10 -0.18 -0.17
S 1.424574 1.337732 -0.269933 -0.10 0.33 0.28
N 2.540716 3.260016 -1.596526 -0.11 0.20 -0.03
C 3.106272 4.181075 -2.604639 -0.09 0.11 0.13
C 2.803162 5.638076 -2.292394 -0.03 -0.03 0.01
H -1.349921 3.916060 -4.914385 -0.01 -0.03 0.00
H -1.756317 3.672910 -3.219938 0.01 -0.03 -0.03
H -1.507948 2.275934 -4.294368 0.00 0.04 0.01
H 0.624898 4.302799 -3.451563 0.07 0.07 0.04
H 0.897383 2.976156 -4.588348 0.07 0.03 0.00
H -0.024808 1.588346 -2.531534 0.02 -0.06 -0.01
H 3.026804 3.261913 -0.711359 0.06 -0.08 0.00
H 2.756941 3.898194 -3.588327 -0.02 -0.11 -0.10
H 4.182631 4.019328 -2.589944 0.03 -0.08 -0.01
H 1.731569 5.846713 -2.320304 0.04 0.00 0.01
H 3.296462 6.278534 -3.023492 -0.02 -0.01 0.02
H 3.177603 5.910560 -1.304530 -0.02 0.00 -0.03
```
Forces are in eV/Å.

Summary:
electronic energy = -100745.457 eV
HOMO (spin up / spin down) = -14.2181 / -14.2178 eV
total charge = +3
2S+1 = 3
E_LUMO (spin up / spin down) = -0.3304 / -0.3066 Eh

---

[2]
ORCA calculation (ωB97M-V/def2-TZVPD) on a structure of composition C27H42CrN3OP2 in a non-equilibrium geometry.

Geometry as XYZ:
```
76
Properties=species:S:1:pos:R:3:forces:R:3
Cr 0.024944 0.071732 0.098213 -3.58 4.17 0.58
C -3.161293 0.392853 -4.121884 -0.21 0.17 0.01
C -1.953943 1.016278 -3.422105 1.42 -0.40 -1.83
C -0.804012 1.177525 -4.447012 -0.35 0.39 -0.24
P -1.133162 0.151093 -2.010746 -2.87 2.00 2.36
C -3.196421 0.232040 -1.033380 0.74 -1.57 -0.11
C -3.398175 0.566437 0.449670 -0.35 -0.20 -0.35
C -3.826498 -1.139675 -1.280627 -0.08 0.24 -0.33
C -0.324537 -1.314851 -2.372122 0.08 -2.75 -2.25
C -0.823355 -2.277739 -3.286213 0.65 -0.13 0.10
C -0.067600 -3.340444 -3.727579 -0.25 -0.22 -0.23
C 1.236054 -3.498138 -3.262322 0.06 0.21 0.12
C 1.767350 -2.615050 -2.349157 -0.17 0.12 -0.39
C 1.021225 -1.503002 -1.860396 -0.22 -2.27 -0.83
N 1.425320 -0.831379 -0.789626 1.53 1.18 2.81
C 2.513363 -0.993498 0.153298 -0.62 -1.36 -1.87
C 3.834298 -1.066572 -0.276310 0.21 0.24 0.11
C 4.860940 -1.380653 0.603381 -0.06 0.13 -0.11
C 4.575925 -1.635338 1.932272 0.21 0.18 0.12
C 3.269115 -1.583249 2.380508 0.09 0.23 -0.36
C 2.198369 -1.262122 1.516254 4.44 -2.00 -0.28
P 0.592631 -1.356463 1.942341 -5.34 -1.18 1.04
C 0.146615 -1.742818 3.759765 1.83 0.69 0.14
C 0.713729 -0.664837 4.700377 -0.11 -0.11 -0.13
C 0.647672 -3.132438 4.165433 -0.32 -0.25 0.28
C -0.658797 -2.587526 1.161139 2.00 -1.29 -1.00
C -1.961258 -2.923450 1.863261 0.15 0.43 0.46
C 0.145027 -3.855906 0.800650 -0.35 -0.15 -0.39
H -3.432494 1.016554 -4.980361 0.08 0.01 0.01
H -4.035731 0.366679 -3.474244 0.03 -0.14 -0.10
H -2.968069 -0.605325 -4.514799 0.05 -0.02 0.08
H -2.246626 2.025200 -3.125437 0.17 -0.15 0.62
H -0.464786 0.209319 -4.819223 0.01 -0.01 0.03
H 0.042022 1.693843 -3.991650 0.05 -0.06 -0.03
H -1.136542 1.768500 -5.307569 0.04 -0.05 0.01
H -3.744632 1.016515 -1.562322 0.47 -0.11 -0.43
H -2.912238 -0.160191 1.093807 0.04 -0.07 0.14
H -4.483002 0.553561 0.668269 0.18 -0.17 -0.14
H -3.020360 1.541625 0.694643 0.07 0.30 0.16
H -3.279039 -1.919312 -0.743393 -0.02 0.02 0.06
H -3.814476 -1.408351 -2.338626 -0.04 -0.11 0.08
H -4.871014 -1.154027 -0.941569 0.04 -0.12 0.01
H -1.838020 -2.199474 -3.652999 -0.03 0.20 0.07
H -0.484874 -4.052731 -4.429290 0.00 0.00 0.02
H 1.830418 -4.336992 -3.604272 0.03 0.01 0.03
H 2.770104 -2.797615 -1.987781 0.00 0.13 0.15
H 4.068468 -0.852971 -1.310601 -0.13 -0.04 -0.05
H 5.882404 -1.425132 0.248725 -0.01 0.00 -0.03
H 5.374641 -1.881092 2.620601 -0.03 0.01 0.02
H 3.110289 -1.801725 3.425012 -0.29 -0.05 0.03
H -0.926242 -1.732037 3.952953 -0.13 0.14 -0.84
H 1.792331 -0.532545 4.619821 0.06 -0.09 -0.02
H 0.486860 -0.920908 5.740169 0.03 -0.05 0.00
H 0.251737 0.299796 4.495037 0.50 -1.09 -0.09
H 1.700305 -3.313937 3.957942 0.01 0.09 -0.06
H 0.067899 -3.923574 3.693318 0.10 0.01 -0.13
H 0.491969 -3.267130 5.241417 0.09 0.08 0.00
H -0.910425 -2.152867 0.182853 -0.12 0.13 0.11
H -1.804782 -3.439463 2.811784 -0.01 -0.01 -0.03
H -2.542322 -3.591388 1.224951 0.04 0.06 -0.09
H -2.558790 -2.029892 2.051504 -0.05 -0.05 0.03
H 0.484774 -4.415879 1.670723 -0.04 0.06 0.09
H 1.025784 -3.595110 0.209565 -0.03 -0.03 0.00
H -0.466611 -4.528650 0.188227 0.05 0.00 0.01
C -2.443935 1.207143 4.759922 -0.07 -0.33 -0.37
N -1.238125 1.716860 4.118356 -0.57 0.84 0.57
C -0.248581 2.250408 5.045423 0.24 0.28 0.01
C -0.853269 1.223279 2.947107 -0.14 -0.06 -0.27
N -0.504989 0.762508 1.944165 -0.20 1.46 2.44
H -2.831772 1.948380 5.455191 0.09 0.06 0.01
H -2.231302 0.279286 5.303482 -0.06 0.01 0.07
H -3.209800 1.009357 4.011259 0.06 -0.02 -0.03
H -0.727041 2.948503 5.728299 -0.13 0.04 -0.06
H 0.526147 2.784456 4.498627 0.01 -0.04 -0.04
H 0.217395 1.442705 5.621084 -0.09 0.59 0.26
O -1.100578 1.239785 -0.076142 1.16 1.83 0.25
```
Forces are in eV/Å.

Summary:
electronic energy = -82187.650 eV
HOMO (spin up / spin down) = -5.6706 / -5.6849 eV
ΔE to the lowest compared entry with this formula, charge and spin = 216.33 kcal per mole
2S+1 = 2
E_LUMO (spin up / spin down) = 0.0159 / 0.0174 Eh

---

[3]
ORCA calculation (ωB97M-V/def2-TZVPD) on the ion C27H42NO with charge +1 in a non-equilibrium geometry.

Geometry as XYZ:
```
71
Properties=species:S:1:pos:R:3:forces:R:3
C -5.119385 -2.829822 -0.433307 0.22 0.05 -0.07
C -3.770457 -2.207559 -0.782897 -0.16 0.16 0.10
C -3.525041 -0.792603 -0.221373 -0.07 -0.07 -0.04
C -4.498807 0.197029 -0.878150 0.04 -0.17 0.08
C -3.748483 -0.800485 1.297835 -0.02 0.04 -0.25
C -2.111169 -0.313982 -0.537862 0.05 -0.22 -0.06
C -1.226148 -1.010920 -1.340652 -0.15 0.18 0.01
C 0.032967 -0.499754 -1.606985 0.28 0.12 -0.23
C 0.447624 0.720742 -1.100588 0.01 -0.28 0.00
O 1.722368 1.201803 -1.302200 -0.36 0.04 0.19
C 2.518659 0.724853 -2.366931 0.28 -0.26 -0.34
C 3.344651 -0.521053 -2.007940 -0.24 0.35 0.17
C 4.105136 -0.326618 -0.690087 -0.07 -0.20 -0.08
C 4.094345 -1.583151 0.190176 0.93 0.55 -0.28
N 2.735343 -1.912404 0.605034 -0.39 -0.22 0.14
C 2.127739 -2.930849 -0.029641 -0.54 -0.54 -0.16
C 0.808539 -3.236181 0.190369 0.24 0.13 0.10
C 0.081705 -2.450707 1.073631 0.46 0.07 0.07
C 0.710202 -1.417026 1.752805 0.13 -0.31 -0.31
C -0.053347 -0.573036 2.712832 0.01 0.11 0.16
C 2.072213 -1.170493 1.514872 -0.60 0.04 0.20
C 2.750053 -0.096386 2.284153 0.19 0.19 0.04
C -0.451650 1.495064 -0.337323 0.12 0.10 0.06
C -0.127382 2.938932 0.062501 0.04 0.08 0.03
C 1.148928 3.007715 0.910952 -0.10 0.01 -0.14
C 0.078628 3.719540 -1.244680 0.01 -0.01 0.10
C -1.283802 3.581275 0.858285 0.17 0.07 -0.06
C -1.035786 5.004495 1.352890 -0.05 -0.21 -0.06
C -1.690190 0.931528 -0.071511 0.12 -0.03 -0.03
H -5.200747 -3.800134 -0.918273 -0.07 -0.07 0.00
H -5.944241 -2.216290 -0.782230 -0.14 0.03 -0.01
H -5.225467 -2.982701 0.636972 -0.07 -0.03 0.10
H -3.691079 -2.166041 -1.870945 0.14 -0.05 -0.05
H -2.988274 -2.876238 -0.411063 0.11 -0.02 -0.07
H -5.527627 -0.094040 -0.689109 -0.15 0.01 0.02
H -4.359040 1.200374 -0.486351 -0.01 0.14 0.03
H -4.337678 0.225359 -1.953461 0.00 0.04 -0.13
H -3.205757 -1.622665 1.762593 0.07 -0.11 0.11
H -4.804345 -0.924141 1.518930 -0.11 -0.05 0.10
H -3.423918 0.130265 1.753952 0.02 0.10 0.09
H -1.489917 -1.952618 -1.791804 -0.09 -0.15 -0.02
H 0.679116 -1.069384 -2.255679 0.12 -0.04 -0.03
H 1.909292 0.531110 -3.255635 0.02 0.08 0.06
H 3.200979 1.551463 -2.588027 -0.08 -0.09 -0.05
H 2.677808 -1.380435 -1.928192 0.02 0.00 -0.10
H 4.032065 -0.716410 -2.830333 0.00 -0.07 -0.04
H 5.143301 -0.061692 -0.886468 0.04 0.02 0.08
H 3.648632 0.501666 -0.148442 0.09 0.00 0.11
H 4.494889 -2.426634 -0.374243 -0.13 -0.02 0.15
H 4.729478 -1.442092 1.065710 -0.13 -0.14 -0.06
H 2.726969 -3.508285 -0.716859 0.10 0.09 0.01
H 0.353472 -4.061338 -0.331510 0.01 -0.08 -0.08
H -0.964418 -2.647329 1.242863 -0.14 -0.01 0.04
H -1.100904 -0.855055 2.713461 -0.08 0.01 0.00
H 0.019017 0.475952 2.433955 -0.04 0.11 0.02
H 0.333256 -0.681506 3.725560 0.00 0.01 0.10
H 2.410068 0.878387 1.932171 0.00 0.04 -0.02
H 2.465936 -0.168139 3.332814 0.01 -0.03 0.01
H 3.831091 -0.122533 2.221343 0.03 0.01 0.00
H 1.466717 4.040683 1.016031 0.05 0.12 0.09
H 0.965372 2.606850 1.907732 0.02 -0.03 0.15
H 1.955740 2.464211 0.431566 0.09 -0.01 0.07
H 0.903831 3.305212 -1.814511 0.05 0.02 -0.08
H 0.306875 4.760277 -1.036698 0.02 0.14 0.00
H -0.821724 3.675367 -1.853407 -0.10 0.03 -0.09
H -1.498945 2.964529 1.735500 -0.10 -0.10 -0.03
H -2.172047 3.602765 0.224261 -0.11 -0.12 0.03
H -0.813578 5.682168 0.534393 0.04 0.13 -0.05
H -0.224186 5.046370 2.073753 0.08 0.06 0.07
H -1.935085 5.366708 1.846059 -0.03 0.08 0.04
H -2.394708 1.501969 0.505961 -0.07 0.14 0.09
```
Forces are in eV/Å.

Summary:
electronic energy = -32213.399 eV
HOMO = -11.0254 eV
total charge = +1
ΔE to the lowest compared entry with this formula, charge and spin = 2.91 kcal per mole
structure (SMILES) = CCC(C)(C)c1ccc(OCCCC[n+]2cccc(C)c2C)c(C(C)(C)CC)c1
E_LUMO = -0.1272 Eh

---

> Among the records above, which one has the highest electronic energy?

C27H42NO

---

> Which of these has the lowest electronic energy?

C27H41N10O2PSTeV

---

> Number 2 is which compound?

C27H42CrN3OP2